Entry 1:
{"formula": "C4H6O2", "method": "ωB97M-V/def2-TZVPD", "symbols": ["C", "C", "O", "C", "C", "O", "H", "H", "H", "H", "H", "H"], "coordinates": [[-1.846, -0.357, -0.294], [-0.592, -0.458, 0.569], [-0.346, -1.417, 1.282], [0.150, 0.845, 0.592], [1.903, 0.448, 0.257], [0.925, 1.109, -0.541], [-1.893, 0.572, -0.873], [-1.852, -1.209, -0.983], [-2.737, -0.427, 0.339], [1.444, 0.476, 1.339], [2.077, -0.591, -0.029], [2.794, 1.070, 0.374]], "atomic_forces_ev_per_a": [[0.0, 0.0, 0.0], [0.0, -0.2, 0.2], [-0.1, 0.6, -0.5], [0.0, 0.1, -0.1], [0.2, -0.1, 0.0], [-0.2, -0.2, 0.1], [0.1, -0.2, 0.2], [0.0, 0.1, 0.1], [0.2, 0.0, -0.1], [0.0, -0.1, 0.0], [-0.1, 0.2, 0.1], [-0.2, -0.1, 0.0]], "mulliken_charge": [-0.981, 0.722, -0.576, -0.299, -0.436, -0.241, 0.335, 0.289, 0.289, 0.329, 0.255, 0.315], "gap_ha": 0.330, "lumo_energy_ha": 0.01470, "e_above_lowest_kj_mol": 481.3}



Entry 2:
{"formula": "C5H8N2", "method": "ωB97M-V/def2-TZVPD", "symbols": ["C", "N", "C", "C", "C", "C", "N", "H", "H", "H", "H", "H", "H", "H", "H"], "coordinates": [[2.389, -0.425, 0.220], [1.117, 0.105, -0.290], [0.715, 1.549, -0.052], [-0.640, 1.362, -0.018], [-0.996, -0.035, -0.028], [-2.378, -0.604, 0.105], [0.037, -0.818, -0.187], [3.162, 0.302, -0.027], [2.586, -1.396, -0.239], [2.321, -0.537, 1.303], [1.265, 0.554, -1.233], [-1.359, 2.169, 0.035], [-2.992, -0.330, -0.760], [-2.878, -0.204, 0.993], [-2.349, -1.693, 0.177]], "atomic_forces_ev_per_a": [[0.1, 0.1, 0.1], [0.3, 0.4, -0.1], [-0.6, 0.1, 0.6], [0.1, 0.3, 0.2], [0.1, -0.2, -0.1], [0.0, 0.0, 0.0], [-0.2, 0.4, -0.2], [0.0, -0.1, 0.1], [-0.1, 0.2, 0.0], [-0.1, 0.0, -0.1], [0.0, -1.2, -0.4], [0.0, -0.1, 0.1], [0.1, 0.0, 0.1], [0.1, 0.0, -0.1], [0.1, 0.1, 0.0]], "mulliken_charge": [-0.798, 0.517, -0.945, -0.354, 0.748, -1.009, -0.788, 0.367, 0.292, 0.284, 0.445, 0.380, 0.271, 0.285, 0.307], "gap_ha": 0.356, "lumo_energy_ha": 0.03518, "e_above_lowest_kj_mol": 365.0}